No. 1
The following is a quantum chemistry calculation of a molecular structure, C35H38CoGeN3O2S5, from the OMol25 dataset.

Output
F_max = 0.9 eV/A
Net charge = -1
Lowest unoccupied orbital energy (spin up / spin down) = 2.16 / 2.16 eV
2S+1 = 2
Calculated total energy = -7122.020914 hartree

Each line ends with the Mulliken spin population.
Element x y z (Å)
Co: 0.020 0.346 2.911  1.13
C: -3.514 0.609 4.057  0.02
C: -3.456 1.926 3.627  -0.01
C: -3.457 2.212 2.268  0.00
C: -3.489 1.181 1.340  0.00
C: -3.541 -0.137 1.773  0.01
C: -3.560 -0.423 3.130  -0.02
H: -3.520 0.389 5.115  0.00
H: -3.402 2.728 4.353  0.00
H: -3.429 3.244 1.932  0.00
H: -3.471 1.402 0.279  0.00
H: -3.576 -0.940 1.048  0.00
H: -3.616 -1.450 3.467  0.00
S: 4.137 -1.303 8.201  0.00
C: 2.933 -1.088 7.095  0.00
S: 1.837 0.249 7.126  0.00
C: 0.907 -0.154 5.696  0.01
C: 1.288 -1.273 5.039  -0.01
S: 0.546 -1.834 3.584  -0.06
S: 2.634 -2.144 5.756  0.00
S: -0.414 0.850 5.213  -0.08
O: 1.642 0.440 1.400  0.02
C: 0.728 0.364 0.548  -0.03
O: -0.460 0.067 0.862  0.01
C: 1.053 0.772 -0.891  0.01
C: -0.022 0.454 -1.935  0.00
Ge: -0.069 -1.432 -2.563  0.00
C: 1.604 -1.638 -3.607  0.00
C: 1.592 -1.613 -5.001  0.00
C: 2.773 -1.632 -5.730  0.00
C: 3.995 -1.666 -5.075  0.00
C: 4.028 -1.700 -3.688  0.00
C: 2.844 -1.692 -2.964  0.00
C: -1.576 -1.626 -3.829  0.00
C: -2.513 -0.615 -4.029  0.00
C: -3.574 -0.788 -4.908  0.00
C: -3.712 -1.979 -5.604  0.00
C: -2.788 -2.998 -5.413  0.00
C: -1.734 -2.821 -4.530  0.00
C: -0.220 -2.922 -1.301  0.00
C: 0.797 -3.865 -1.180  0.00
C: 0.634 -4.976 -0.364  0.00
C: -0.552 -5.160 0.327  0.00
C: -1.572 -4.227 0.211  0.00
C: -1.404 -3.113 -0.592  0.00
H: 2.018 0.345 -1.161  0.00
H: 1.205 1.855 -0.849  0.00
H: 0.162 1.048 -2.835  0.00
H: -1.002 0.733 -1.545  0.00
H: 0.641 -1.576 -5.521  0.00
H: 2.740 -1.615 -6.813  0.00
H: 4.918 -1.663 -5.642  0.00
H: 4.978 -1.730 -3.168  0.00
H: 2.891 -1.740 -1.882  0.00
H: -2.415 0.322 -3.490  0.00
H: -4.298 0.006 -5.049  0.00
H: -4.539 -2.118 -6.290  0.00
H: -2.895 -3.934 -5.948  0.00
H: -1.021 -3.625 -4.374  0.00
H: 1.716 -3.742 -1.738  0.00
H: 1.440 -5.692 -0.263  0.00
H: -0.673 -6.017 0.977  0.00
H: -2.491 -4.359 0.768  0.00
H: -2.196 -2.377 -0.670  0.00
C: -0.732 3.789 0.038  0.00
N: 0.490 4.002 0.780  0.00
C: 0.973 5.372 0.769  0.00
C: 0.748 3.189 1.880  0.00
N: -0.152 2.445 2.421  -0.01
N: 2.033 3.258 2.353  0.00
C: 3.144 3.276 1.413  0.00
C: 2.342 2.557 3.594  0.00
H: -0.577 4.101 -0.997  0.00
H: -1.578 4.359 0.447  0.00
H: -0.987 2.729 0.043  0.00
H: 0.132 6.070 0.848  0.00
H: 1.512 5.596 -0.157  0.00
H: 1.640 5.534 1.611  0.00
H: -1.079 2.608 2.054  0.00
H: 2.796 3.510 0.410  0.00
H: 3.619 2.292 1.385  0.00
H: 3.882 4.022 1.719  0.00
H: 1.537 2.707 4.308  0.00
H: 3.273 2.959 3.997  0.00
H: 2.456 1.482 3.423  0.00

***

No. 2
The following is a quantum chemistry calculation of a molecular structure, C17H20N5PtSi, from the OMol25 dataset.

Output
F_max = 0.5 eV/A
Net charge = +3
Lowest unoccupied orbital energy = -11.18 eV
2S+1 = 1
Calculated total energy = -1341.413335 hartree

Each line ends with the natural charge from an NBO analysis.
Element x y z (Å)
Pt: -0.964 -0.738 -0.192  0.93
N: -1.205 3.526 -0.580  -0.47
C: -1.529 2.293 -0.290  0.36
N: -0.702 1.270 -0.471  -0.61
C: 0.565 1.491 -1.044  0.44
N: 1.338 0.475 -1.313  -0.29
N: 0.766 -0.715 -1.056  -0.17
C: 1.262 -1.865 -1.363  0.14
C: 0.452 -3.029 -1.039  0.10
C: 0.819 -4.318 -1.354  -0.14
C: -0.061 -5.363 -1.061  -0.08
C: -1.278 -5.073 -0.474  -0.19
C: -1.588 -3.750 -0.171  0.09
N: -0.745 -2.754 -0.434  -0.48
C: 0.965 2.838 -1.340  -0.18
C: 2.222 3.150 -1.877  -0.11
C: 2.533 4.462 -2.155  -0.16
C: 1.604 5.479 -1.913  -0.09
C: 0.357 5.195 -1.386  -0.24
C: 0.049 3.875 -1.104  0.24
H: -1.894 4.258 -0.438  0.46
H: -2.518 2.109 0.107  0.24
H: 2.223 -1.916 -1.865  0.29
H: 1.768 -4.510 -1.837  0.28
H: 0.206 -6.383 -1.303  0.28
H: -1.996 -5.848 -0.246  0.28
H: -2.535 -3.492 0.284  0.23
H: 2.932 2.358 -2.069  0.26
H: 3.501 4.709 -2.569  0.27
H: 1.862 6.505 -2.142  0.27
H: -0.361 5.985 -1.205  0.26
C: -2.419 -0.794 2.080  -1.26
Si: -0.559 -0.794 2.320  1.77
C: 0.270 0.773 2.779  -1.20
C: 0.292 -2.348 2.782  -1.20
H: -2.741 -0.700 3.135  0.36
H: -2.879 -1.721 1.737  0.29
H: -2.879 0.074 1.599  0.28
H: 0.437 0.756 3.863  0.31
H: -0.304 1.668 2.543  0.27
H: 1.261 0.838 2.321  0.29
H: 0.427 -2.340 3.870  0.32
H: 1.296 -2.380 2.353  0.29
H: -0.252 -3.254 2.518  0.28

***

No. 3
The following is a quantum chemistry calculation of a molecular structure, C11H33O6V in a non-equilibrium geometry, from the OMol25 dataset.

Output
F_max = 4.1 eV/A
Net charge = +2
Lowest unoccupied orbital energy (spin up / spin down) = -7.91 / -12.35 eV
2S+1 = 5
Calculated total energy = -1833.471104 hartree

Each line ends with the natural charge from an NBO analysis.
Element x y z (Å)
V: -2.654 1.134 -3.079  1.67
C: -1.826 0.106 0.172  -0.24
O: -1.729 0.523 -1.148  -0.98
H: -1.341 -0.838 0.421  0.15
H: -1.382 0.783 0.902  0.18
H: -2.882 0.004 0.422  0.15
C: 2.886 1.326 0.879  -0.64
C: 1.649 1.462 -0.009  -0.06
O: 1.399 0.213 -0.608  -0.74
H: 2.823 0.472 1.553  0.20
H: 2.963 2.214 1.507  0.24
H: 3.839 1.229 0.358  0.22
H: 1.765 2.279 -0.722  0.15
H: 0.829 1.717 0.663  0.15
H: 0.464 0.275 -0.816  0.47
C: -0.575 3.683 3.283  -0.63
C: 0.410 2.658 3.752  -0.07
O: 1.738 3.148 3.402  -0.73
H: -0.449 4.620 3.825  0.23
H: -1.623 3.406 3.397  0.21
H: -0.309 3.875 2.244  0.20
H: 0.124 1.736 3.247  0.14
H: 0.297 2.564 4.832  0.18
H: 2.400 2.612 3.844  0.48
C: 0.779 -4.254 -1.862  -0.64
C: 0.084 -2.875 -1.907  -0.06
O: 0.475 -2.059 -3.025  -0.72
H: 1.850 -4.056 -1.802  0.22
H: 0.565 -4.903 -2.712  0.23
H: 0.535 -4.851 -0.983  0.20
H: 0.356 -2.427 -0.951  0.16
H: -1.000 -2.989 -1.887  0.15
H: 1.367 -1.757 -2.839  0.48
C: -0.921 -3.680 1.734  -0.63
C: -2.340 -3.305 2.250  -0.13
O: -3.081 -4.468 2.638  -0.16
H: -0.444 -4.420 2.377  0.27
H: -0.279 -2.804 1.827  0.27
H: -0.906 -4.047 0.708  0.27
H: -2.840 -2.783 1.434  0.24
H: -2.284 -2.662 3.128  0.34
H: -3.999 -4.369 2.375  0.52
C: 1.183 1.958 -3.577  -0.64
C: -0.087 2.793 -3.335  -0.10
O: -1.117 2.307 -4.114  -0.81
H: 0.984 0.961 -3.183  0.22
H: 2.041 2.422 -3.089  0.25
H: 1.382 1.783 -4.635  0.22
H: 0.135 3.824 -3.614  0.20
H: -0.322 2.846 -2.272  0.21
H: -0.934 2.616 -5.005  0.54

***

No. 4
The following is a quantum chemistry calculation of a single C16H8Cl2N4O2 molecule in a non-equilibrium geometry, from the OMol25 dataset.

Output
F_max = 5.7 eV/A
Lowest unoccupied orbital energy = -1.36 eV
2S+1 = 1
Calculated total energy = -1904.315563 hartree

Each line ends with the natural charge from an NBO analysis.
Element x y z (Å)
N: -3.557 -2.079 2.394  -0.36
C: -2.578 -1.431 2.285  0.28
C: -1.356 -0.716 2.216  -0.49
C: -1.404 0.664 1.805  -0.02
C: -2.446 1.391 2.602  0.27
N: -3.299 1.994 3.196  -0.29
C: -0.143 1.480 2.108  0.54
O: -0.268 2.695 2.169  -0.47
C: 1.127 0.713 2.260  -0.20
Cl: 2.522 1.690 2.541  0.07
C: 1.120 -0.641 2.543  -0.02
Cl: 2.541 -1.533 2.921  0.11
C: -0.138 -1.474 2.491  0.47
O: -0.179 -2.693 2.655  -0.56
C: 1.081 -0.986 -3.344  -0.64
C: -0.103 -0.302 -2.738  0.03
C: -0.257 -0.156 -1.335  -0.23
C: -1.393 0.520 -0.911  0.20
C: -2.312 0.984 -1.830  0.08
C: -2.224 0.868 -3.170  -0.22
C: -1.101 0.219 -3.649  -0.18
N: -3.330 1.597 -1.128  -0.47
C: -3.056 1.518 0.158  0.32
N: -1.901 0.896 0.369  -0.32
H: 0.965 -0.992 -4.457  0.22
H: 2.027 -0.474 -3.119  0.23
H: 1.179 -2.030 -3.018  0.24
H: 0.466 -0.552 -0.631  0.25
H: -3.018 1.282 -3.821  0.23
H: -0.914 0.070 -4.711  0.22
H: -4.176 2.053 -1.468  0.44
H: -3.752 1.935 0.833  0.27

***

No. 5
The following is a quantum chemistry calculation of a molecular structure, C41H44AgN3Se, from the OMol25 dataset.

Output
F_max = 0.2 eV/A
Net charge = -2
Lowest unoccupied orbital energy = 4.60 eV
2S+1 = 1
Calculated total energy = -4301.509680 hartree

Each line ends with the Löwdin charge.
Element x y z (Å)
Ag: 1.786 0.409 0.288  0.52
C: 1.268 -1.673 -2.820  -0.06
C: -0.055 -1.960 -2.103  -0.37
C: -1.126 -2.422 -3.089  -0.07
C: 0.177 -2.939 -0.965  -0.15
C: 0.324 -4.292 -1.238  -0.07
C: 0.669 -5.198 -0.245  -0.12
C: 0.872 -4.726 1.043  -0.07
C: 0.713 -3.383 1.365  -0.15
C: 0.892 -2.966 2.815  -0.38
C: 2.136 -2.099 3.027  -0.07
C: -0.349 -2.300 3.416  -0.07
C: 0.348 -2.457 0.359  -0.23
N: 0.194 -1.115 0.678  -0.04
C: -1.043 -0.542 0.425  -0.27
C: -1.201 0.828 0.222  -0.24
N: -0.150 1.677 0.194  -0.01
C: -0.356 3.013 -0.121  -0.21
C: -0.445 3.996 0.886  -0.14
C: -0.677 5.321 0.524  -0.07
C: -0.793 5.708 -0.801  -0.12
C: -0.665 4.747 -1.794  -0.07
C: -0.452 3.413 -1.476  -0.15
C: -0.319 2.371 -2.572  -0.37
C: -1.387 2.512 -3.656  -0.07
C: 1.088 2.403 -3.171  -0.06
C: -0.360 3.679 2.371  -0.37
C: -1.695 3.144 2.898  -0.06
C: 0.782 2.754 2.800  -0.09
C: -2.646 1.104 0.004  -0.08
C: -3.413 2.210 -0.257  -0.02
C: -4.822 2.047 -0.422  -0.10
C: -5.441 0.830 -0.326  -0.06
C: -4.664 -0.337 -0.054  -0.19
C: -5.147 -1.678 0.075  -0.07
C: -4.250 -2.679 0.337  -0.11
C: -2.849 -2.459 0.485  -0.02
C: -2.354 -1.178 0.363  -0.09
C: -3.309 -0.147 0.095  -0.10
H: 1.122 -0.954 -3.632  0.06
H: 1.683 -2.593 -3.245  0.07
H: 2.003 -1.253 -2.129  0.05
H: -0.401 -1.023 -1.670  0.10
H: -0.806 -3.297 -3.663  0.06
H: -1.346 -1.624 -3.804  0.07
H: -2.051 -2.675 -2.565  0.08
H: 0.188 -4.646 -2.255  0.10
H: 0.786 -6.252 -0.473  0.08
H: 1.140 -5.422 1.834  0.09
H: 1.049 -3.900 3.371  0.11
H: 2.030 -1.149 2.503  0.04
H: 3.034 -2.595 2.652  0.06
H: 2.281 -1.891 4.092  0.07
H: -0.543 -1.343 2.936  0.06
H: -0.199 -2.136 4.489  0.07
H: -1.234 -2.929 3.287  0.07
H: -0.761 6.067 1.310  0.10
H: -0.970 6.747 -1.058  0.08
H: -0.742 5.042 -2.836  0.10
H: -0.450 1.398 -2.097  0.11
H: -1.249 3.422 -4.248  0.06
H: -2.387 2.536 -3.218  0.07
H: -1.337 1.663 -4.344  0.07
H: 1.295 3.383 -3.614  0.07
H: 1.195 1.645 -3.952  0.07
H: 1.840 2.203 -2.407  0.05
H: -0.175 4.646 2.856  0.11
H: -1.914 2.173 2.453  0.07
H: -2.518 3.820 2.657  0.07
H: -1.653 3.017 3.985  0.07
H: 0.573 1.718 2.540  0.05
H: 0.910 2.826 3.885  0.07
H: 1.725 3.027 2.323  0.07
H: -2.985 3.202 -0.338  0.10
H: -5.418 2.930 -0.628  0.08
H: -6.516 0.747 -0.455  0.09
H: -6.205 -1.892 -0.036  0.08
H: -4.615 -3.697 0.434  0.09
H: -2.199 -3.304 0.678  0.10
Se: 4.113 1.199 -0.183  0.47
C: 5.191 -0.308 0.215  -0.73
C: 6.577 -0.184 0.381  -0.16
C: 7.345 -1.302 0.650  -0.21
N: 6.864 -2.541 0.773  0.01
C: 5.542 -2.658 0.616  -0.18
C: 4.685 -1.607 0.343  -0.15
H: 7.047 0.788 0.301  0.08
H: 8.419 -1.195 0.778  0.08
H: 5.137 -3.661 0.715  0.09
H: 3.619 -1.785 0.232  0.06